{
  "formula": "C5H8O",
  "method": "ωB97M-V with the def2-TZVPD basis set",
  "e_homo_ev": -8.21,
  "relative_energy_kcal_mol": 102.8,
  "fmax_ev_per_a": 0.467,
  "orbital_gap_ev": 7.81,
  "lumo_ev": -0.40,
  "e_tot_ha": -270.3941,
  "species": ["O", "C", "C", "C", "C", "C", "H", "H", "H", "H", "H", "H", "H", "H"],
  "coordinates": [[-1.93873, 1.46594, 0.44561], [0.36368, 0.83012, 0.45065], [2.54913, -0.30779, -0.41113], [-1.60234, -0.80897, -0.12904], [-0.97244, 0.58616, -0.08955], [1.47451, -0.04031, 0.34508], [-2.60768, -0.72715, -0.55446], [-1.43518, 2.11961, 0.95179], [2.80038, 0.20437, -1.33315], [-1.70280, -1.19881, 0.88807], [3.26958, -1.02747, -0.03503], [1.54416, -0.47873, 1.35003], [-1.00966, -1.50199, -0.73097], [-0.73262, 0.88500, -1.14791]],
  "forces_ev_per_angstrom": [[0.071, 0.191, 0.075], [0.107, -0.121, -0.223], [-0.079, 0.070, 0.026], [0.075, -0.083, -0.001], [0.326, -0.227, 0.137], [-0.020, 0.146, -0.120], [0.223, -0.005, 0.048], [-0.134, -0.010, -0.092], [-0.292, -0.105, 0.009], [0.044, 0.057, -0.139], [-0.068, 0.204, -0.089], [-0.385, -0.214, 0.153], [-0.020, 0.100, 0.102], [0.154, -0.005, 0.111]],
  "lowdin_charge": [-0.058, 0.127, -0.019, -0.035, -0.490, -0.254, 0.082, 0.080, 0.050, 0.086, 0.046, 0.127, 0.081, 0.177]
}